A molecular structure, C20H24AsFN2OP2S4W, computed with the ωB97M-V functional and the def2-TZVPD basis.

The calculation puts the LUMO energy (alpha / beta) at -0.35 / -0.35 eV. The calculation puts the largest force on an atom at 0.531 eV/A. The gap between HOMO and LUMO (alpha / beta) comes out at 0.259 / 0.259 Eh. The calculation puts the HOMO energy (alpha / beta) at -7.39 / -7.39 eV. Its total energy is -153463.280 eV.

Positions of all 56 atoms, in Å:
W: -0.175 -1.542 -1.375
S: -0.023 -3.873 -2.246
As: -1.843 -2.855 -2.760
S: -2.602 -2.245 -0.874
S: 0.547 -0.368 -2.998
S: -2.851 -2.756 -4.535
N: -0.680 2.045 -1.261
P: -0.261 0.774 -0.208
C: -1.325 1.065 1.241
C: -2.194 0.083 1.701
C: -3.077 0.362 2.738
C: -3.091 1.618 3.321
C: -2.220 2.604 2.871
C: -1.344 2.328 1.837
C: 1.372 1.363 0.318
C: 1.743 1.355 1.661
C: 3.023 1.739 2.036
C: 3.942 2.128 1.073
C: 3.580 2.132 -0.268
C: 2.303 1.750 -0.648
C: -1.848 1.962 -2.023
C: -2.401 3.090 -2.635
C: -3.578 2.925 -3.334
C: -4.174 1.672 -3.404
C: -3.541 0.617 -2.770
N: -2.394 0.762 -2.109
H: -0.434 2.983 -0.982
H: -2.163 -0.900 1.259
H: -3.752 -0.408 3.087
H: -3.779 1.834 4.128
H: -2.228 3.586 3.327
H: -0.666 3.103 1.495
H: 1.029 1.054 2.417
H: 3.299 1.737 3.083
H: 4.939 2.432 1.366
H: 4.295 2.433 -1.023
H: 2.028 1.737 -1.694
H: -1.918 4.055 -2.553
H: -4.035 3.777 -3.823
H: -5.099 1.512 -3.938
H: -3.947 -0.387 -2.792
C: 3.868 -3.607 -0.137
P: 2.278 -2.939 0.364
C: 1.307 -4.356 0.873
C: 2.596 -1.956 1.823
O: 1.775 -2.120 -0.821
H: 4.317 -4.187 0.670
H: 4.529 -2.785 -0.409
H: 3.726 -4.246 -1.008
H: 0.314 -4.031 1.175
H: 1.819 -4.838 1.708
H: 1.223 -5.062 0.048
H: 3.097 -2.567 2.575
H: 1.652 -1.582 2.215
H: 3.236 -1.116 1.551
F: -0.193 -1.890 0.662